No. 1
A molecular structure, C28H48N6SbSeSi4Ti. Source: the Open Molecules 2025 dataset; level of theory: wB97M-V/def2-TZVPD.

Values from the calculation:
* expectation value of S²: 0.76
* 2S+1: 2
* orbital gap (spin up / spin down): 7.476 / 7.328 eV
* net charge: 0
* highest occupied orbital energy (spin up / spin down): -7.5 / -7.5 eV
* energy relative to the best compared isomer or geometry (same formula, charge and spin): 14.5 kJ/mol

Each line ends with the Mulliken spin population.
Cartesian coordinates (Å):
H1 -0.463 -0.825 -3.878  0.002
H2 -6.287 2.077 -0.756  0.000
C1 -0.951 2.248 -2.303  0.031
C2 1.217 2.948 -0.457  0.005
C3 -2.059 1.277 0.775  -0.009
C4 -0.427 -1.883 -0.987  0.041
H3 1.254 0.089 5.242  0.000
H4 1.277 4.945 0.316  0.000
C5 -2.130 1.010 3.105  0.011
H5 4.188 -1.412 2.369  0.000
H6 2.397 -3.403 -0.503  0.000
C6 3.109 1.759 2.205  0.000
H7 3.587 5.361 -0.572  0.000
H8 -2.479 1.628 -0.166  0.012
C7 1.633 1.645 -4.407  0.003
H9 4.527 -0.461 3.808  0.000
C8 3.550 -0.534 -3.494  -0.001
H10 -0.184 -1.826 4.863  0.000
C9 -0.906 0.385 3.017  -0.007
H11 2.639 1.167 5.139  0.000
H12 -4.021 -0.530 0.396  0.000
H13 1.917 2.583 -3.931  0.000
C10 1.819 -2.632 -1.004  -0.002
H14 -1.735 -2.045 1.509  0.000
H15 2.360 2.544 2.094  0.000
H16 3.732 -1.495 -3.009  0.000
C11 1.807 4.180 -0.239  0.001
C12 -2.741 1.475 1.948  -0.008
Si1 0.581 -2.344 2.482  0.005
H17 1.619 -4.511 2.750  0.000
H18 4.270 0.186 -3.104  0.000
C13 1.894 1.962 -1.185  0.021
H19 -4.585 2.514 -0.586  0.000
C14 3.084 4.416 -0.722  0.000
C15 3.707 3.383 -1.402  0.000
C16 1.031 -0.600 1.768  0.020
H20 -6.263 0.350 -3.852  0.000
H21 -5.391 2.731 -2.136  0.000
Ti1 -0.797 0.155 -1.388  0.880
N1 -1.741 -1.926 -1.010  0.036
H22 -1.709 -3.196 2.840  0.000
H23 3.446 -1.845 3.916  0.000
H24 2.169 -2.588 -2.038  0.000
H25 1.618 -4.135 1.042  0.000
Sb1 2.326 -0.707 -0.107  0.003
H26 3.611 1.632 1.245  0.000
H27 -7.174 -0.271 -2.465  0.000
C17 1.744 0.827 4.609  0.000
N2 -2.919 -4.113 -1.173  0.021
H28 4.713 3.509 -1.790  0.000
N3 -0.987 3.264 -2.874  0.025
H29 -3.702 1.968 1.951  0.000
N4 3.143 2.201 -1.629  0.001
H30 -1.134 -3.672 1.247  0.000
N5 -0.879 0.635 0.678  -0.022
H31 0.775 -1.187 -5.049  -0.001
H32 -5.781 -0.635 0.253  0.000
H33 0.233 2.748 -0.062  0.010
H34 2.836 -3.413 2.109  0.000
H35 -4.752 -1.818 -0.559  0.000
H36 -2.606 1.128 4.070  0.000
H37 0.606 1.732 -4.768  0.001
H38 0.056 -3.866 -0.966  -0.003
Se1 -2.939 0.400 -3.002  -0.019
H39 1.088 1.693 4.507  0.000
C18 -2.380 -3.092 -1.098  -0.014
C19 -1.155 -2.849 1.965  0.003
H40 0.314 -3.480 4.587  0.000
C20 -6.200 -0.279 -2.962  -0.001
H41 -0.438 0.019 3.914  -0.002
C21 1.321 0.607 -1.504  -0.047
C22 3.743 -1.011 3.280  0.000
Si2 1.811 0.148 -3.279  -0.026
C23 -5.319 2.076 -1.266  0.000
H42 0.688 -2.121 -3.559  0.002
H43 3.855 2.118 2.922  0.000
H44 -1.382 3.918 -3.519  0.000
H45 3.745 -0.671 -4.562  0.000
C24 0.591 -1.117 -3.972  0.003
C25 -4.838 -0.766 -0.287  0.001
Si3 -4.861 0.329 -1.805  0.003
H46 1.535 -2.243 4.844  0.000
Si4 2.355 0.208 2.937  0.000
C26 0.573 -2.438 4.372  0.000
H47 -5.989 -1.300 -3.286  0.000
N6 0.399 -2.912 -0.932  0.005
H48 2.276 1.506 -5.281  0.000
C27 1.789 -3.708 2.026  0.000
C28 -0.257 0.179 1.786  0.015

=====

No. 2
C28H48N8O7 in the gas phase. Source: the Open Molecules 2025 dataset; level of theory: wB97M-V/def2-TZVPD.

Values from the calculation:
* 2S+1: 1
* orbital gap: 9.336 eV
* net charge: 0
* highest occupied orbital energy: -8.7 eV

Each line ends with the Mulliken charge.
Cartesian coordinates (Å):
H1 0.330 -0.594 5.615  0.436
H2 2.356 -1.340 4.464  0.501
C1 2.332 1.478 2.669  0.415
C2 1.147 -2.147 -0.327  -0.169
H3 -4.311 2.726 -2.041  0.292
H4 2.013 2.013 -1.629  0.714
N1 -1.005 0.964 0.645  0.615
C3 -2.734 5.437 -3.495  -1.836
C4 -1.572 2.501 -1.714  0.391
C5 3.818 2.970 1.134  -1.229
H5 -5.228 2.161 3.526  0.476
N2 1.363 -2.111 2.099  0.160
H6 0.657 -4.464 -4.136  0.393
O1 -1.721 3.687 -2.305  -0.544
H7 4.345 -2.498 0.556  0.517
H8 -0.769 0.145 1.208  0.144
H9 -5.798 -0.271 3.010  0.428
H10 -3.779 3.331 -4.959  0.462
C6 2.551 -6.482 -2.064  -1.640
H11 3.944 3.903 1.691  0.373
C7 -2.222 1.544 0.956  0.305
H12 3.127 1.131 -0.567  0.314
H13 -4.056 4.315 -1.318  0.336
C8 3.337 -2.098 0.670  -0.553
H14 0.983 -6.194 -4.321  0.436
H15 -3.845 2.919 2.727  0.351
H16 1.752 -6.704 -1.359  0.365
H17 -2.013 3.215 -4.921  0.384
C9 2.221 -5.213 -2.851  1.482
N3 3.925 0.052 3.168  -0.982
H18 4.769 2.739 0.651  0.390
H19 -4.125 -0.763 3.330  0.373
H20 -2.704 6.059 -2.605  0.419
H21 -3.583 1.639 3.921  0.343
C10 0.837 -1.169 2.896  0.717
O2 1.965 -4.114 -1.945  -0.281
H22 0.190 0.816 4.573  0.233
C11 2.934 -3.671 -1.125  0.842
H23 4.282 -4.733 -3.276  0.372
C12 -2.923 3.076 -4.341  -1.630
H24 0.579 -2.544 -1.166  0.436
H25 3.369 -1.006 0.626  -0.202
C13 -4.160 3.779 -2.258  -1.568
H26 0.171 3.356 -1.103  0.264
N4 2.522 -2.583 -0.418  0.233
N5 2.639 0.344 3.336  1.014
H27 -6.217 1.487 1.190  0.511
H28 -2.998 2.032 -4.048  0.323
O3 -2.974 0.622 1.542  -0.519
H29 2.659 -7.319 -2.748  0.462
C14 -2.900 3.969 -3.101  1.704
N6 4.453 0.945 2.418  -0.601
C15 2.722 3.157 0.079  -0.571
C16 2.744 -2.541 2.016  -1.008
H30 -0.466 -2.287 1.127  0.378
H31 -5.128 0.693 0.038  0.354
H32 -4.868 -1.135 1.775  0.412
C17 -4.307 0.933 2.016  1.610
H33 3.096 3.839 -0.687  0.390
H34 1.849 3.619 0.547  0.389
H35 -4.848 2.373 0.501  0.270
H36 0.097 -5.600 -2.909  0.388
H37 2.765 -3.636 2.074  0.395
H38 3.480 -6.350 -1.516  0.362
C18 -4.812 -0.398 2.572  -1.820
H39 0.586 -3.725 1.044  0.474
C19 3.518 1.854 2.071  0.006
C20 0.895 0.140 5.048  -1.569
H40 1.130 -1.052 -0.351  -0.240
N7 1.206 1.207 0.142  0.353
H41 -3.565 5.750 -4.120  0.417
O4 -0.313 -0.776 2.765  -0.831
C21 -5.185 1.405 0.859  -1.513
C22 3.349 -4.858 -3.818  -1.632
O5 4.047 -4.134 -1.027  -0.680
H42 1.352 1.899 2.662  0.559
C23 0.006 1.566 -0.064  -0.031
C24 -4.235 1.985 3.122  -1.632
C25 2.288 1.833 -0.581  -1.431
H43 3.117 -3.930 -4.337  0.364
O6 -2.507 2.698 0.756  -0.621
H44 3.467 -5.652 -4.549  0.464
C26 1.739 -0.569 3.994  -0.186
H45 -5.024 4.160 -2.795  0.567
O7 -2.273 1.532 -1.831  -0.625
N8 -0.395 2.527 -0.995  0.333
H46 1.536 0.699 5.726  0.436
H47 -1.806 5.574 -4.045  0.413
H48 3.352 -2.127 2.817  0.580
C27 0.560 -2.631 1.003  -0.958
C28 0.901 -5.380 -3.606  -1.741

=====

No. 3
A molecular structure, C28H49BrClF3N6O4PS3. Source: the Open Molecules 2025 dataset; level of theory: wB97M-V/def2-TZVPD.

Values from the calculation:
* 2S+1: 1
* orbital gap: 7.518 eV
* net charge: +1
* highest occupied orbital energy: -10.8 eV

Each line ends with the Mulliken charge.
Cartesian coordinates (Å):
H1 -0.460 -1.807 -0.493  0.767
H2 -1.055 4.746 3.028  0.261
H3 -6.928 -1.967 0.010  0.414
C1 2.510 -1.533 -1.534  -1.715
H4 -4.056 6.006 2.969  0.306
H5 0.672 -1.694 -9.041  0.399
H6 -2.149 1.956 3.273  0.181
O1 4.668 0.585 -2.128  -0.292
H7 2.704 -0.992 -2.461  0.685
H8 -3.326 -2.684 1.617  0.648
H9 -0.927 0.637 2.011  -0.172
C2 -3.592 5.276 2.299  -0.914
C3 1.195 0.528 1.528  -0.343
H10 -3.104 -0.940 1.840  0.207
C4 1.802 -2.824 -1.945  0.004
H11 0.504 -3.574 -3.474  0.650
H12 -0.124 -1.433 -7.470  0.304
O2 2.234 -2.036 -5.860  -0.560
F1 3.524 -0.029 1.455  -0.526
N1 1.562 -1.997 1.572  0.259
C5 0.855 -2.605 -3.121  -1.290
C6 2.729 -2.862 1.400  -0.279
H13 4.293 -2.431 -7.881  0.319
C7 3.270 -2.556 -8.228  -1.011
H14 -1.065 -3.093 1.311  0.579
N2 -5.446 -0.528 0.661  0.223
H15 -4.342 4.887 1.614  0.254
H16 2.952 -3.588 -8.089  0.311
Br1 3.195 -4.069 -2.499  -0.048
H17 3.199 -2.266 -9.276  0.406
P1 -0.425 2.133 -0.404  -0.023
H18 1.400 -1.827 2.547  0.672
H19 1.379 -2.119 -3.944  0.277
H20 3.429 -2.520 0.649  0.189
C8 1.698 1.688 -2.869  0.341
Cl1 1.994 3.114 0.650  -0.162
N3 2.181 0.793 -0.589  0.228
H21 4.009 2.033 2.481  0.392
H22 3.301 -2.815 2.332  0.583
H23 2.432 -4.667 0.164  0.233
N4 -6.272 -0.130 2.670  -0.594
H24 -2.345 3.394 5.444  0.440
C9 -2.794 -1.804 1.260  -0.658
H25 1.257 -3.293 -1.129  0.239
H26 -1.057 -1.759 2.474  0.324
C10 -7.051 -1.057 2.031  -0.562
H27 3.497 -1.705 -1.115  1.049
C11 0.029 0.635 2.527  -0.796
H28 -0.859 1.041 -1.175  0.055
S1 -4.909 0.470 -1.740  -0.143
O3 -3.053 4.194 3.021  -0.220
C12 2.373 -4.343 1.198  -1.224
C13 -5.325 0.172 1.831  -0.406
H29 3.486 1.395 4.024  0.387
H30 2.462 2.528 3.172  0.440
H31 -4.546 0.896 2.013  0.774
C14 -4.594 -0.467 -0.474  0.000
H32 -2.051 5.470 4.288  0.507
H33 -1.633 3.622 0.578  0.236
C15 1.638 -0.631 -0.677  -0.688
S2 2.229 -1.478 -7.247  0.424
N5 2.571 1.507 -1.757  -0.107
H34 -2.822 5.790 1.711  0.367
O4 1.587 2.704 -3.446  -0.430
C16 1.205 1.533 0.369  0.878
C17 -6.566 -1.316 0.786  -0.160
C18 -1.273 -2.032 1.447  -1.134
C19 -1.883 4.542 3.725  -0.503
H35 2.374 -0.268 3.111  0.704
N6 -1.413 2.638 0.678  -0.298
C20 2.521 0.483 2.338  -0.139
F2 1.041 0.568 -3.185  -0.114
H36 0.537 -3.043 -7.866  0.297
H37 -0.980 -0.311 0.237  -0.036
H38 0.305 2.744 2.938  0.317
H39 0.747 -0.480 -1.284  0.550
C21 0.004 1.843 3.477  -1.082
C22 0.671 -1.968 -7.986  -0.942
C23 3.991 1.528 -2.009  0.322
H40 -0.622 3.713 5.221  0.348
C24 -1.545 3.436 4.704  -1.099
C25 -1.392 2.061 4.051  -0.406
F3 4.412 2.781 -2.057  -0.230
H41 3.038 0.734 -0.011  0.979
C26 3.135 1.695 3.037  -1.767
H42 1.384 -4.550 1.608  0.265
H43 0.107 -0.258 3.149  1.321
H44 -0.008 -2.010 -2.809  0.150
S3 -3.240 -1.578 -0.492  -0.072
C27 -0.442 -1.235 0.436  -1.348
H45 0.060 3.056 -1.339  0.184
H46 -1.590 1.304 4.815  0.392
H47 -7.918 -1.479 2.510  0.425
H48 0.694 1.677 4.308  0.552
C28 1.053 -0.924 0.752  0.098
H49 3.077 -4.964 1.754  0.379

=====

Summary of calculated total energy in eV
-165268.4526, -56071.5562, -179461.8881
(order as listed above)